This record from the OMol25 dataset describes C5H13N3 in the gas phase. The level of theory is wB97M-V/def2-TZVPD.

```
21
Properties=species:S:1:pos:R:3
C 1.109 -1.764 -0.345
N -0.865 -1.267 1.557
C -0.009 -0.771 -0.648
N -1.162 -1.045 0.183
H -0.786 -0.401 2.090
H -1.627 -1.813 1.944
H -0.360 -0.940 -1.677
H 2.023 -1.487 -0.858
H 0.806 -2.754 -0.670
H 1.284 -1.804 0.724
C 1.041 1.165 0.733
N -1.613 1.771 -0.375
C -0.586 1.611 -1.088
C 0.516 0.709 -0.629
H -1.843 -0.292 0.056
H -2.325 2.385 -0.763
H -0.445 2.079 -2.071
H 1.333 0.753 -1.356
H 0.212 1.389 1.398
H 1.628 2.073 0.614
H 1.669 0.403 1.181
```

As for the spin multiplicity: 1. The calculation puts the highest occupied orbital energy at -8.51 eV. As for the total energy: -362.5247 Ha. The calculation puts the energy relative to the best compared isomer or geometry (same formula, charge and spin) at 1.566 eV. The HOMO-LUMO gap comes out at 9.51 eV. Its strongest force on any atom is 0.671 eV/A.